1.
8
Properties=species:S:1:pos:R:3 method="wB97M-V/def2-TZVPD" e_above_lowest_kj_mol=109.0 orbital_gap_ev=9.790 charge=+1 total_energy_ev=-13684.79239 lumo_ev=-7.2
C -3.43 1.32 -0.20
N 5.17 -2.73 -0.81
N 4.23 -3.18 -1.13
N -0.16 0.36 0.71
O -0.31 -0.69 1.04
O -4.54 1.53 -0.28
O 0.15 1.39 0.44
O -2.11 1.06 -0.01



2.
8
Properties=species:S:1:pos:R:3 method="wB97M-V/def2-TZVPD" e_above_lowest_kj_mol=34.1 orbital_gap_ev=7.617 charge=-2 total_energy_ev=-13139.28002 lumo_ev=6.0
C 1.57 0.30 5.94
N 1.78 -0.53 6.74
N 2.44 2.01 3.20
N 2.31 1.05 2.65
N -3.03 -0.88 -7.74
O 1.36 1.05 5.03
O -4.10 -1.33 -7.33
O -2.33 -1.66 -8.48